[1]
This record from OMol25 describes one molecule with the formula C3H4P2 in a non-equilibrium geometry. The level of theory is ωB97M-V with the def2-TZVPD basis set.

HOMO-LUMO gap (spin up / spin down)	6.1 / 7.0	eV
spin multiplicity	3
energy relative to the best compared isomer or geometry (same formula, charge and spin)	101.4	kcal/mol
LUMO energy (spin up / spin down)	0.60 / -2.42	eV
charge	0
<S²>	2.013

Geometry as XYZ:
```
9
C3H4P2 | OMol25 | ωB97M-V with the def2-TZVPD basis set
P 1.82 -0.47 0.17
P -1.82 -0.46 -0.05
C 0.45 0.51 -0.60
C -0.45 0.49 0.51
C -0.04 -0.87 -0.29
H -2.35 -0.52 1.29
H -0.33 0.83 1.62
H 2.32 -0.84 -1.23
H 0.40 1.33 -1.42
```

=====

[2]
This record from OMol25 describes C7H11ClN3S as an isolated structure in a non-equilibrium geometry. The level of theory is ωB97M-V with the def2-TZVPD basis set.

HOMO-LUMO gap (spin up / spin down)	7.5 / 4.0	eV
spin multiplicity	3
energy relative to the best compared isomer or geometry (same formula, charge and spin)	0.0	kcal/mol
LUMO energy (spin up / spin down)	-3.15 / -8.44	eV
charge	+1
<S²>	2.013

Geometry as XYZ:
```
23
C7H11ClN3S | OMol25 | ωB97M-V with the def2-TZVPD basis set
Cl 2.40 -2.64 -0.75
S 3.68 1.93 0.42
N -2.18 -0.03 -0.88
N 2.65 3.19 0.52
N 2.45 0.85 0.37
C -0.97 0.80 -0.89
C -0.11 0.54 0.39
C 1.20 1.38 0.45
C -0.32 -0.48 1.22
C 1.40 2.80 0.51
C -1.45 -1.48 0.98
C -2.04 -1.44 -0.43
H -0.39 0.51 -1.73
H 2.53 -0.16 0.37
H 1.62 -2.74 -1.76
H -2.21 -1.29 1.72
H -2.94 -2.01 -0.54
H 0.51 3.41 0.48
H -1.11 1.84 -1.09
H -2.55 -0.04 -1.84
H -1.15 -1.87 -1.07
H 0.18 -0.58 2.17
H -1.21 -2.47 1.36
```

=====

[3]
This record from OMol25 describes one molecule with the formula C15H23N3O2S2. The level of theory is ωB97M-V with the def2-TZVPD basis set.

structure (SMILES)	CSC1=N[C@H](NCCCO)c2c(sc3c2CC(C)(C)OC3)N1
HOMO-LUMO gap	8.4	eV
energy relative to the best compared isomer or geometry (same formula, charge and spin)	26.7	kcal/mol
LUMO energy	0.42	eV
charge	0

Geometry as XYZ:
```
45
C15H23N3O2S2 | OMol25 | ωB97M-V with the def2-TZVPD basis set
S 3.06 0.91 -0.85
S 1.08 -3.88 -2.27
O -2.85 -2.57 -2.00
O 2.24 3.03 2.37
N -0.11 -2.24 -0.61
N 1.86 -1.45 -1.64
N -1.61 -0.46 -0.56
C -0.39 -0.98 0.04
C -0.39 -4.78 -1.73
C 1.50 1.16 3.66
C 0.29 3.36 3.71
C 0.88 -2.38 -1.39
C -2.69 -0.25 -2.75
C 1.05 2.37 2.83
C 1.82 -0.31 -0.87
C 2.50 3.09 0.98
C 0.97 1.19 0.65
C -2.66 -1.73 -3.11
C 0.14 1.88 1.68
C 2.14 1.81 0.31
C -1.49 0.14 -1.88
C 0.78 -0.04 -0.02
H -1.70 -1.96 -3.60
H -3.47 -1.97 -3.81
H -0.33 -4.92 -0.65
H 0.93 3.68 4.53
H -0.58 -0.24 -2.35
H -2.30 -2.23 -1.28
H 1.92 3.92 0.53
H -0.36 2.75 1.23
H -0.37 -5.74 -2.24
H -0.64 -1.22 1.09
H 0.02 4.24 3.13
H 2.67 -1.69 -2.19
H -1.40 1.23 -1.83
H -0.61 2.91 4.11
H -2.12 0.14 0.08
H -3.61 -0.02 -2.21
H 3.56 3.32 0.89
H 2.22 1.48 4.41
H -0.63 1.22 2.08
H -1.27 -4.21 -1.99
H -2.67 0.34 -3.67
H 1.98 0.42 3.02
H 0.65 0.70 4.16
```

=====

[4]
This record from OMol25 describes one molecule with the formula C4H7NO2. The level of theory is ωB97M-V with the def2-TZVPD basis set.

structure (SMILES)	NC(=O)C[C@H]1CO1
HOMO-LUMO gap	10.8	eV
energy relative to the best compared isomer or geometry (same formula, charge and spin)	32.3	kcal/mol
LUMO energy	0.80	eV
charge	0

Geometry as XYZ:
```
14
C4H7NO2 | OMol25 | ωB97M-V with the def2-TZVPD basis set
O 1.40 -0.51 1.91
O 0.28 0.11 -2.05
N -1.76 0.77 -1.33
C 0.13 0.84 0.23
C -0.43 0.54 -1.15
C 1.35 -1.39 0.79
C 0.27 -0.43 1.05
H -0.48 1.57 0.78
H -2.37 1.13 -0.61
H 1.20 -2.45 1.03
H 2.06 -1.19 -0.01
H -0.64 -0.81 1.50
H -2.14 0.58 -2.24
H 1.13 1.24 0.10
```

=====

[5]
This record from OMol25 describes CH20Mn2O13 as an isolated structure in a non-equilibrium geometry. The level of theory is ωB97M-V with the def2-TZVPD basis set.

HOMO-LUMO gap (spin up / spin down)	8.3 / 8.8	eV
spin multiplicity	11
energy relative to the best compared isomer or geometry (same formula, charge and spin)	16.8	kcal/mol
LUMO energy (spin up / spin down)	-7.92 / -7.88	eV
charge	+2
<S²>	30.005

Geometry as XYZ:
```
36
CH20Mn2O13 | OMol25 | ωB97M-V with the def2-TZVPD basis set
Mn -16.65 30.19 16.53
Mn -20.28 28.65 12.37
O -19.27 26.24 15.74
O -20.27 30.39 11.00
O -17.93 31.51 17.56
O -21.13 29.77 17.13
O -18.72 28.24 13.70
O -18.13 29.65 15.36
O -18.97 27.92 10.70
O -20.57 26.48 12.57
O -19.85 32.97 14.83
O -19.13 30.37 13.47
O -17.30 28.68 17.97
O -16.06 27.12 13.90
O -17.75 31.84 11.50
C -18.64 29.43 14.20
H -17.65 32.80 11.58
H -16.18 26.23 14.26
H -19.17 33.44 14.33
H -16.93 27.53 13.91
H -18.57 28.64 10.19
H -17.93 31.52 12.40
H -20.40 29.83 16.50
H -18.08 28.10 17.85
H -21.93 29.85 16.61
H -21.46 26.13 12.68
H -19.80 32.06 14.52
H -18.10 31.51 18.51
H -17.01 28.55 18.88
H -18.43 32.26 17.19
H -19.98 25.79 12.89
H -20.05 30.39 10.06
H -18.77 25.45 15.49
H -19.85 31.20 11.34
H -18.87 26.97 15.24
H -18.45 27.14 10.48
```

=====

[6]
This record from OMol25 describes C12H23IrN2O3P2 as an isolated structure in a non-equilibrium geometry. The level of theory is ωB97M-V with the def2-TZVPD basis set.

HOMO-LUMO gap (spin up / spin down)	5.2 / 6.5	eV
spin multiplicity	5
LUMO energy (spin up / spin down)	-7.01 / -10.31	eV
charge	+2
<S²>	6.020

Geometry as XYZ:
```
43
C12H23IrN2O3P2 | OMol25 | ωB97M-V with the def2-TZVPD basis set
Ir -0.39 0.06 1.16
P 1.80 -0.51 1.03
P -2.23 0.65 0.13
O 0.49 2.96 0.47
O 0.08 0.45 5.34
O 2.09 2.01 -1.34
N -0.29 0.31 2.99
N -0.30 -1.07 -0.79
C 0.89 -1.30 -1.37
C -2.71 -0.86 -0.83
C 2.09 -0.66 -0.78
C 2.22 -2.16 1.67
C -3.65 1.06 1.17
C 0.95 -2.12 -2.50
C -0.11 0.37 4.17
C -0.21 -2.63 -3.05
C -1.44 -1.43 -1.38
C 3.08 0.63 1.62
C -1.42 -2.29 -2.47
C -2.14 1.89 -1.20
H 2.32 -2.13 2.76
H -3.40 -0.61 -1.65
H -2.94 1.72 -1.93
H -3.22 -1.57 -0.16
H -1.17 1.81 -1.72
H 3.06 1.55 1.03
H 2.88 0.88 2.66
H -0.18 -3.29 -3.91
H 3.16 -2.50 1.21
H 0.25 2.15 1.02
H 2.25 2.61 -2.08
H -4.57 1.16 0.58
H 2.99 -1.27 -0.94
H 0.49 3.73 1.07
H -3.77 0.28 1.93
H 2.24 0.37 -1.23
H 1.42 -2.87 1.42
H -2.38 -2.57 -2.89
H -2.21 2.90 -0.76
H 4.06 0.15 1.56
H -3.42 2.02 1.64
H 1.92 -2.34 -2.93
H 1.43 2.47 -0.72
```

=====

[7]
This record from OMol25 describes C23H18AuBr2N2O4 as an isolated structure in a non-equilibrium geometry. The level of theory is ωB97M-V with the def2-TZVPD basis set.

HOMO-LUMO gap	7.8	eV
energy relative to the best compared isomer or geometry (same formula, charge and spin)	19.2	kcal/mol
LUMO energy	2.40	eV
charge	-1

Geometry as XYZ:
```
50
C23H18AuBr2N2O4 | OMol25 | ωB97M-V with the def2-TZVPD basis set
Au 0.78 -0.71 -1.64
Br -1.55 -2.58 -1.00
Br -2.51 7.57 -2.18
O 4.73 0.16 -0.43
O 0.08 1.26 -2.18
O 2.84 -1.28 -1.11
O -0.93 1.21 -0.18
N 2.23 -2.11 1.03
N 0.96 -2.28 0.63
C -0.01 -1.74 1.24
C -1.92 5.78 -1.90
C 6.57 -0.81 0.69
C 4.55 -2.09 0.35
C -1.38 -1.85 0.75
C -4.52 -0.08 1.21
C 3.13 -2.22 -0.15
C -0.61 1.77 -1.23
C -1.85 3.83 -0.53
C -1.13 5.17 -2.86
C -2.29 5.13 -0.73
C -5.87 -2.25 0.14
C 7.15 -1.88 1.34
C -1.06 3.19 -1.48
C 6.45 -3.07 1.50
C -2.42 -1.35 1.41
C -6.54 -1.05 0.32
C -5.86 0.04 0.85
C -3.84 -1.28 1.02
C -0.71 3.87 -2.64
C -4.53 -2.37 0.49
C 5.27 -0.90 0.19
C 5.16 -3.16 1.00
H 8.16 -1.79 1.72
H -0.86 5.70 -3.76
H -2.11 3.29 0.37
H 6.91 -3.91 2.00
H -0.10 3.35 -3.37
H -4.02 -3.31 0.36
H -3.99 0.77 1.61
H 0.13 -1.11 2.13
H -6.39 -3.11 -0.26
H -2.90 5.64 0.01
H -7.58 -0.96 0.04
H 3.86 -0.19 -0.82
H -6.37 0.98 0.99
H -2.16 -0.85 2.34
H 2.40 -1.25 1.56
H 7.10 0.13 0.55
H 4.60 -4.08 1.12
H 2.95 -3.24 -0.51
```

=====

[8]
This record from OMol25 describes C2H11N3 as an isolated structure in a non-equilibrium geometry. The level of theory is ωB97M-V with the def2-TZVPD basis set.

HOMO-LUMO gap	7.9	eV
energy relative to the best compared isomer or geometry (same formula, charge and spin)	69.4	kcal/mol
LUMO energy	0.82	eV
charge	0

Geometry as XYZ:
```
16
C2H11N3 | OMol25 | ωB97M-V with the def2-TZVPD basis set
N 1.82 0.53 -0.17
N 2.75 0.04 0.85
N -0.66 0.05 -0.11
C -1.58 0.93 -0.79
C -1.22 -1.24 0.29
H 0.68 0.01 -0.48
H -2.50 1.10 -0.22
H -1.85 0.50 -1.76
H -0.10 0.53 0.67
H -1.10 1.90 -0.95
H 2.12 1.48 -0.36
H -0.47 -1.79 0.86
H -2.13 -1.13 0.89
H 2.26 -0.56 1.51
H 3.45 -0.55 0.38
H -1.47 -1.81 -0.61
```

=====

> Look up the charge of the seventh one.

-1

=====

> Number 5 is which compound?

CH20Mn2O13